Record 1
Formula: C5H8HgLiO3
Source: the Open Molecules 2025 dataset
Level of theory: wB97M-V/def2-TZVPD

Atoms and positions in Å:
C: 0.68594 -2.43023 0.84024
C: 1.60164 -2.61423 -0.24440
H: 1.18760 -2.16530 1.78428
H: -0.11683 -3.18144 0.92897
H: 1.52318 -3.54584 -0.81871
Hg: 1.98100 -0.80221 -1.20163
O: -0.75238 1.20593 0.89997
Li: 1.44184 2.32191 1.98528
O: 1.16021 0.50258 1.65553
C: 0.10405 0.21939 1.08788
O: -0.05664 -0.86332 0.41247
C: -1.36989 1.46558 -0.38102
C: -2.41314 2.53488 -0.18177
H: -0.60390 1.78554 -1.09869
H: -1.78637 0.52914 -0.77272
H: -1.99640 3.37847 0.38406
H: -2.73538 2.89597 -1.16772
H: -3.28445 2.13911 0.35591

Output
- Highest occupied orbital energy (spin up / spin down): -0.657 / -0.676 Ha
- Charge: +2
- Max |F|: 3.19 eV Å⁻¹
- Frontier orbital gap (spin up / spin down): 7.007 / 7.806 eV
- Multiplicity: 2
- DFT total energy: -15816.76868 eV
- Expectation value of S²: 0.765

Charges computed using Mulliken, reported in e: C -0.07; C -0.44; H 0.28; H 0.32; H 0.49; Hg 0.82; O -0.35; Li 0.93; O -0.78; C 1.07; O -0.53; C -0.12; C -1.16; H 0.24; H 0.28; H 0.32; H 0.38; H 0.33

=====

Record 2
Formula: C3H13N2O
Source: the Open Molecules 2025 dataset
Level of theory: wB97M-V/def2-TZVPD

Atoms and positions in Å:
C: -0.69362 0.90689 -0.98634
C: -0.12635 1.25326 0.34257
C: 1.43323 1.24941 0.31710
N: 1.69903 -0.21248 0.15064
N: -0.36150 -0.52064 -1.10107
H: -0.52786 1.47656 -1.89941
H: -1.79163 1.07674 -0.88475
H: -0.53523 0.59548 1.10235
H: -0.36658 2.21087 0.81228
H: 1.86480 1.74694 -0.58226
H: 1.85440 1.71576 1.21578
H: 1.29302 -0.80028 0.88597
H: 2.66296 -0.47116 0.00238
H: -0.50529 -0.80511 -2.06528
H: 0.66287 -0.55858 -0.66654
H: -0.87500 -1.15077 -0.48696
H: -2.24098 -1.79098 0.44463
H: -1.56744 -2.78082 1.53035
O: -1.63622 -1.88862 1.17780

Output
- Highest occupied orbital energy: -0.524 Ha
- Charge: +1
- Max |F|: 3.60 eV Å⁻¹
- Frontier orbital gap: 11.286 eV
- DFT total energy: -8342.72494 eV

Charges computed using Mulliken, reported in e: C -0.58; C -0.58; C -0.51; N -0.61; N -0.19; H 0.39; H 0.29; H 0.28; H 0.37; H 0.29; H 0.37; H 0.28; H 0.22; H 0.34; H 0.50; H 0.15; H 0.32; H 0.31; O -0.65

=====

Record 3
Formula: C22H68N16O10
Source: the Open Molecules 2025 dataset
Level of theory: wB97M-V/def2-TZVPD

Atoms and positions in Å:
C: 0.54049 2.15565 -3.98817
C: 0.75610 3.34471 -4.91128
C: 2.26702 3.61852 -4.91818
O: 2.68842 4.03562 -3.63419
C: 4.04548 4.39428 -3.68744
N: 0.39625 2.97101 -6.28846
H: -0.52054 2.18153 -3.70014
H: 1.04290 2.22852 -3.02219
H: 0.65303 1.13670 -4.35833
H: 0.10784 4.17818 -4.63563
H: 2.48374 4.37489 -5.68791
H: 2.85758 2.76532 -5.26705
H: 4.40687 4.71061 -2.71131
H: 4.19373 5.25220 -4.35823
H: 4.72825 3.64802 -4.10984
H: -0.59850 2.79826 -6.38595
H: 0.56436 3.77850 -6.88320
C: -2.62460 -0.34996 -4.13738
C: -1.99343 -1.56007 -3.42794
C: -0.44116 -1.62708 -3.35337
O: 0.09656 -2.82596 -2.81985
C: -0.22172 -3.99966 -3.55461
N: -2.60595 -1.75835 -2.11176
H: -2.52162 -0.38120 -5.22123
H: -2.22252 0.56755 -3.70473
H: -3.69032 -0.38040 -3.91555
H: -2.39785 -2.43433 -3.95192
H: -0.16431 -0.84843 -2.63977
H: -0.07735 -1.55103 -4.38501
H: 0.38180 -4.81628 -3.16295
H: 0.10439 -3.87913 -4.59383
H: -1.29159 -4.20015 -3.51538
H: -2.22021 -1.17261 -1.36872
H: -2.25820 -2.67066 -1.81314
C: 0.51361 6.44720 -2.38740
C: -0.12537 5.33635 -1.52974
C: 0.62325 5.32251 -0.18941
O: 1.92548 4.76616 -0.22375
C: 1.95850 3.39532 0.04251
N: -1.55220 5.62458 -1.31739
H: 0.15350 6.48249 -3.41567
H: 1.60206 6.32460 -2.38138
H: 0.43674 7.43902 -1.93104
H: 0.02824 4.39199 -2.05594
H: 0.00835 4.91458 0.62315
H: 0.79100 6.33399 0.19940
H: 1.59339 2.80256 -0.80909
H: 1.38111 3.01646 0.89526
H: 3.00020 3.10558 0.19385
H: -1.89537 5.73426 -2.26655
H: -1.59879 6.52728 -0.85626
C: -1.54122 -0.38354 3.01688
C: -0.74372 -0.87700 1.82121
C: -0.62222 0.11794 0.70686
O: -1.85117 0.35155 0.02373
C: -1.81691 1.45941 -0.87176
N: 0.52428 -1.45954 2.22293
H: -1.63060 -1.17737 3.76124
H: -2.55049 -0.12018 2.71478
H: -0.97061 0.42095 3.48495
H: -1.29012 -1.69996 1.32584
H: 0.09315 -0.27464 -0.03009
H: -0.28426 1.09903 1.06889
H: -1.44494 2.31721 -0.31043
H: -2.86213 1.61453 -1.14130
H: -1.29356 1.21243 -1.79730
H: 0.57750 -1.89077 3.13372
H: 0.97125 -2.03083 1.52084
C: 3.96334 0.15747 3.43809
O: 4.12699 -1.00026 3.84310
N: 4.93022 1.09579 3.56824
N: 2.80022 0.60375 2.87876
H: 4.77106 2.04481 3.29545
H: 5.70072 0.83076 4.15622
H: 2.07524 -0.02976 2.55832
H: 2.74034 1.59813 2.77266
C: -5.05719 1.15897 1.81772
O: -4.51154 2.22620 2.11514
N: -6.31225 0.80588 2.22137
N: -4.40625 0.21058 1.10330
H: -6.59110 -0.14643 2.09002
H: -6.99296 1.50923 2.43400
H: -4.91482 -0.57485 0.74086
H: -3.44789 0.35467 0.78199
C: 1.51949 -3.78210 4.24612
O: 1.05723 -2.93678 5.01673
N: 0.89178 -4.97233 3.99310
N: 2.62408 -3.58837 3.48546
H: 0.12797 -5.24923 4.59004
H: 1.40339 -5.71210 3.54976
H: 3.11118 -4.33023 3.03379
H: 2.99133 -2.64617 3.64336
C: -1.19877 -2.98573 7.85734
O: -0.10616 -3.16084 8.40892
N: -1.30530 -2.92720 6.50995
N: -2.35057 -2.84744 8.55547
H: -0.47006 -3.11123 5.94702
H: -2.21425 -2.84837 6.09349
H: -2.24675 -2.70251 9.54370
H: -3.20546 -2.57961 8.10747
C: -1.82319 -4.99505 0.71069
O: -2.81408 -5.54327 1.19868
N: -1.66865 -4.81133 -0.62493
N: -0.66629 -4.85101 1.41643
H: -0.81104 -4.42476 -0.98209
H: -2.45710 -5.02236 -1.20813
H: 0.20176 -4.48178 1.04431
H: -0.72096 -4.81922 2.41718
C: 2.52461 -3.66725 -0.37512
O: 1.69381 -4.55590 -0.14540
N: 2.22161 -2.53985 -1.07693
N: 3.76710 -3.64790 0.17701
H: 1.39167 -2.54041 -1.67879
H: 2.76968 -1.70150 -1.07529
H: 4.35375 -2.89744 -0.12682
H: 3.96122 -4.29457 0.91539

Output
- Highest occupied orbital energy: -0.330 Ha
- Charge: 0
- Max |F|: 2.53 eV Å⁻¹
- Frontier orbital gap: 9.076 eV
- SMILES: COC[C@H](C)N.COC[C@H](C)N.COC[C@H](C)N.COC[C@H](C)N.NC(N)=O.NC(N)=O.NC(N)=O.NC(N)=O.NC(N)=O.NC(N)=O
- DFT total energy: -68237.46400 eV

Atom charges from the Mulliken analysis, given in e for atoms 1 to 99: C -1.31; C 1.00; C -1.23; O 0.02; C -1.00; N -0.80; H 0.13; H 0.09; H 0.51; H 0.16; H 0.45; H 0.42; H 0.25; H 0.37; H 0.35; H 0.27; H 0.27; C -1.55; C 0.37; C 0.29; O -0.18; C -1.04; N -0.53; H 0.43; H 0.12; H 0.39; H 0.46; H -0.59; H 0.49; H 0.35; H 0.31; H 0.36; H 0.26; H 0.12; C -1.52; C 2.29; C -1.31; O -0.39; C -0.30; N -0.75; H 0.37; H 0.20; H 0.49; H -1.08; H 0.45; H 0.43; H -0.13; H 0.30; H 0.39; H 0.30; H 0.31; C -1.32; C 0.51; C -0.37; O 0.02; C -0.48; N 0.44; H 0.28; H 0.25; H 0.37; H -0.15; H 0.02; H 0.19; H 0.50; H 0.32; H -0.40; H -0.02; H -0.35; C 0.54; O -0.78; N -0.42; N -0.15; H 0.15; H 0.26; H 0.11; H 0.14; C 0.68; O -0.65; N -0.41; N -0.25; H 0.16; H 0.25; H 0.19; H 0.23; C 0.50; O -0.80; N -0.39; N -0.15; H 0.25; H 0.18; H 0.18; H 0.23; C 0.56; O -0.67; N -0.23; N -0.40; H 0.19; H 0.15; H 0.25